Entry from the Open Molecules 2025 dataset: a single OS molecule in a non-equilibrium geometry (ωB97M-V/def2-TZVPD).

Structure (XYZ):
```
2
OS (ωB97M-V/def2-TZVPD)
O -0.136 -0.486 -0.589
S 0.136 0.486 0.589
```

Its SMILES is O=S. The total energy is -12879.9171 eV. The HOMO-LUMO gap is 6.42 eV. As for the molar mass: 48.066 g mol⁻¹. For the energy above the lowest of the compared OMol25 structures with the same formula, charge and spin, the calculation gives 12.4 kJ/mol. Its HOMO energy is -9.04 eV. For the lowest unoccupied orbital energy, the calculation gives -2.62 eV.